Arrangement A

Computed, not measured: a single C4H6S3 molecule, with ωB97M-V with the def2-TZVPD basis set.

HOMO energy = -8.89 eV

Each line ends with the natural charge from an NBO analysis.
Positions of all 13 atoms, in Å:
S: 2.652 2.211 -0.618  0.038
C: 1.506 1.009 -1.018  -0.223
C: 0.229 0.836 -0.086  -0.338
C: -0.704 -0.265 -0.259  -0.388
S: -2.474 0.294 -0.212  -0.056
C: 0.187 -0.413 0.931  -0.285
S: 1.207 -2.091 0.686  -0.062
H: 1.615 0.206 -1.869  0.218
H: -0.244 1.886 0.079  0.279
H: -0.795 -0.952 -1.277  0.260
H: -2.743 0.333 1.445  0.146
H: -0.313 -0.293 1.936  0.249
H: -0.122 -2.760 0.262  0.162



Arrangement B

Computed, not measured: a single C4H6S3 molecule, with ωB97M-V with the def2-TZVPD basis set.

HOMO energy = -8.63 eV

Each line ends with the natural charge from an NBO analysis.
Positions of all 13 atoms, in Å:
C: -0.373 -1.297 -2.137  -0.753
S: -0.668 -0.006 -0.752  0.240
C: 0.980 0.261 -0.016  -0.341
S: 2.299 -0.465 -0.040  0.165
C: 0.485 1.256 1.087  -0.375
C: -0.531 0.539 1.947  -0.462
S: -1.189 2.194 1.249  0.070
H: -1.355 -1.567 -2.567  0.240
H: 0.272 -0.880 -2.994  0.224
H: 0.394 -2.038 -1.935  0.239
H: 1.173 1.898 1.703  0.263
H: -0.322 0.434 3.014  0.230
H: -1.166 -0.329 1.441  0.260



Most favorable structure: arrangement B. The second most favorable one is 1.983 eV above it.



Arrangement A

Computed, not measured: a single C4H6S3 molecule, with ωB97M-V with the def2-TZVPD basis set.

HOMO energy = -8.53 eV

Each line ends with the natural charge from an NBO analysis.
Positions of all 13 atoms, in Å:
S: 3.788 1.129 -0.164  0.114
C: 2.431 0.648 0.513  -0.293
C: 1.245 0.041 -0.224  -0.360
S: 1.415 -1.903 0.074  -0.072
C: -0.180 0.221 0.236  -0.229
C: -1.238 0.351 -0.589  -0.366
S: -2.865 0.494 0.047  0.061
H: 2.213 0.855 1.575  0.205
H: 1.119 0.218 -1.294  0.242
H: 1.712 -2.145 -1.257  0.148
H: -0.513 0.111 1.373  0.210
H: -0.934 0.451 -1.692  0.218
H: -3.465 0.171 -1.056  0.123



Arrangement B

Computed, not measured: a single C4H6S3 molecule, with ωB97M-V with the def2-TZVPD basis set.

HOMO energy = -8.63 eV

Each line ends with the natural charge from an NBO analysis.
Positions of all 13 atoms, in Å:
S: 3.014 0.356 -0.060  0.067
C: 1.342 0.061 -0.516  -0.383
C: 0.616 -1.165 0.034  -0.217
C: -0.619 -1.054 0.566  -0.182
C: -1.254 0.299 0.647  -0.521
S: -2.716 0.156 -0.402  -0.021
S: -0.075 1.651 0.220  0.039
H: 3.270 1.312 -1.107  0.158
H: 0.967 0.087 -1.573  0.253
H: 1.290 -1.949 -0.050  0.223
H: -1.084 -1.860 0.915  0.215
H: -1.735 0.646 1.678  0.246
H: -3.017 1.459 -0.352  0.126



Most favorable structure: arrangement A. The second most favorable one is 0.134 eV above it.



Arrangement A

Computed, not measured: a single C2H3F3N2 molecule, with ωB97M-V with the def2-TZVPD basis set.

HOMO energy = -9.18 eV

Each line ends with the natural charge from an NBO analysis.
Positions of all 10 atoms, in Å:
C: 1.462 0.424 0.000  -0.194
C: -1.391 -0.018 0.001  1.030
N: 0.804 -0.702 -0.015  -0.184
N: -0.470 -1.041 -0.032  -0.479
F: -1.269 0.817 1.072  -0.351
F: -1.347 0.826 -1.077  -0.353
F: -2.626 -0.506 0.042  -0.306
H: 0.945 1.367 -0.008  0.219
H: 2.533 0.396 0.029  0.203
H: 1.359 -1.561 -0.014  0.415



Arrangement B

Computed, not measured: 2 unconnected molecules or ions with the total composition C2H3F3N2, with ωB97M-V with the def2-TZVPD basis set.

HOMO energy = -9.08 eV

Each line ends with the natural charge from an NBO analysis.
Positions of all 10 atoms, in Å:
C: -1.037 -0.936 0.065  -0.090
C: 1.542 -0.029 0.257  0.861
N: -2.101 1.171 -0.047  -0.501
N: -1.647 0.052 -0.136  0.014
F: 1.030 1.049 -0.330  -0.331
F: 1.534 -1.030 -0.623  -0.330
F: 2.817 0.231 0.542  -0.331
H: -1.140 -1.981 -0.039  0.228
H: 0.984 -0.291 1.165  0.127
H: -1.982 1.764 -0.854  0.353



Most favorable structure: arrangement A. The second most favorable one is 1.491 eV above it.



Arrangement A

Computed, not measured: a molecular structure, C34H26Cl5F4Ge2N4Rh, with ωB97M-V with the def2-TZVPD basis set.

expectation value of S² = 6.120
HOMO energy (spin up / spin down) = -13.48 / -14.57 eV
2S+1 = 5
charge = +2

Each line ends with the Mulliken spin population.
Positions of all 76 atoms, in Å:
Rh: 0.337 0.375 0.491  0.696
C: -0.133 -4.119 2.675  0.014
C: 0.215 -3.272 1.444  0.006
Ge: -0.790 -1.601 1.362  0.043
C: -2.415 -1.863 0.317  0.010
C: -3.106 -3.180 0.701  0.000
C: -1.444 -1.215 3.178  -0.043
C: -1.252 0.016 3.801  0.355
Ge: -0.455 1.394 2.596  -0.023
C: -1.990 2.439 1.973  -0.012
C: -2.693 3.251 3.067  0.001
C: 1.023 2.572 3.079  -0.004
C: 1.205 3.087 4.510  0.001
C: -1.682 0.237 5.140  0.253
C: -2.365 -0.774 5.902  0.106
C: -2.743 -0.543 7.195  -0.019
C: -2.456 0.693 7.792  0.183
C: -1.790 1.705 7.083  -0.002
C: -1.416 1.482 5.789  0.040
H: 0.411 -5.064 2.663  0.001
H: -1.195 -4.365 2.714  -0.001
H: 0.130 -3.607 3.603  -0.006
H: -0.026 -3.801 0.520  0.000
H: 1.280 -3.050 1.419  0.004
H: -2.123 -1.860 -0.735  0.003
H: -3.077 -1.008 0.467  0.008
H: -2.471 -4.044 0.508  0.000
H: -4.021 -3.317 0.126  0.001
H: -3.389 -3.203 1.756  -0.001
H: -1.992 -2.000 3.692  0.031
H: -2.698 1.760 1.490  0.001
H: -1.604 3.113 1.203  0.008
H: -3.152 2.610 3.820  0.000
H: -3.493 3.861 2.645  0.000
H: -2.007 3.932 3.574  0.000
H: 0.869 3.408 2.392  0.002
H: 1.925 2.059 2.752  -0.003
H: 0.385 3.735 4.824  0.001
H: 2.113 3.685 4.584  0.000
H: 1.302 2.274 5.231  -0.002
H: -2.593 -1.730 5.457  0.010
H: -3.260 -1.307 7.758  0.003
H: -2.753 0.870 8.818  0.002
H: -1.580 2.652 7.562  0.001
H: -0.906 2.259 5.246  0.008
Cl: 1.705 -0.609 -1.605  0.015
C: 2.628 -0.826 -0.143  0.076
C: 1.936 -0.535 1.052  -0.010
C: 2.583 -0.875 2.259  0.071
Cl: 1.741 -0.842 3.757  0.027
C: 3.896 -1.323 2.251  -0.022
Cl: 4.696 -1.694 3.711  -0.004
C: 4.578 -1.506 1.029  0.138
Cl: 6.176 -2.054 1.025  0.046
C: 3.924 -1.280 -0.193  -0.033
Cl: 4.690 -1.574 -1.682  -0.008
F: -2.625 5.265 -3.243  0.014
C: -2.983 4.091 -2.760  0.090
C: -4.294 3.679 -2.986  0.076
F: -5.058 4.498 -3.682  0.007
C: -4.775 2.467 -2.509  0.017
C: -3.858 1.678 -1.801  0.055
C: -2.565 2.080 -1.589  0.062
F: -1.779 1.207 -0.913  0.007
C: -2.072 3.311 -2.049  0.080
C: -0.718 3.787 -1.805  0.307
C: 0.131 3.023 -0.965  0.027
N: 0.725 2.336 -0.255  0.190
C: -0.163 4.969 -2.321  -0.022
N: 0.322 5.952 -2.688  0.272
F: -4.223 0.501 -1.299  0.004
C: -6.165 2.038 -2.733  0.370
C: -7.145 2.897 -3.266  -0.026
N: -7.985 3.579 -3.673  0.273
C: -6.599 0.736 -2.403  -0.033
N: -6.955 -0.328 -2.130  0.257



Arrangement B

Computed, not measured: a molecular structure, C34H26Cl5F4Ge2N4Rh, with ωB97M-V with the def2-TZVPD basis set.

expectation value of S² = 6.093
HOMO energy (spin up / spin down) = -13.38 / -13.68 eV
2S+1 = 5
charge = +2

Each line ends with the Mulliken spin population.
Positions of all 76 atoms, in Å:
Rh: -1.152 1.931 0.852  1.141
C: -3.213 -1.888 -0.380  0.032
C: -2.596 -0.806 0.501  0.206
Ge: -2.198 0.581 -0.933  0.105
C: -3.916 0.982 -1.764  0.002
C: -4.035 0.385 -3.168  -0.002
C: -0.746 0.002 -2.041  -0.014
C: 0.538 0.324 -1.853  0.041
Ge: 0.989 1.684 -0.504  -0.046
C: 1.393 3.534 -1.028  0.011
C: 2.701 3.800 -1.772  -0.001
C: 2.167 1.203 0.998  0.028
C: 3.580 0.771 0.595  0.005
C: 1.619 -0.241 -2.692  0.005
C: 1.457 -1.473 -3.341  0.004
C: 2.472 -1.998 -4.116  0.000
C: 3.669 -1.303 -4.266  0.001
C: 3.847 -0.085 -3.624  0.000
C: 2.829 0.432 -2.840  0.000
H: -3.432 -2.744 0.263  0.033
H: -2.530 -2.236 -1.154  -0.001
H: -4.149 -1.586 -0.843  0.000
H: -1.679 -1.135 0.963  -0.022
H: -3.278 -0.386 1.235  -0.006
H: -4.063 2.060 -1.811  0.003
H: -4.696 0.605 -1.101  0.000
H: -3.360 0.884 -3.864  0.000
H: -5.049 0.508 -3.548  -0.001
H: -3.802 -0.681 -3.194  0.000
H: -1.011 -0.652 -2.868  0.000
H: 1.405 4.069 -0.074  -0.002
H: 0.568 3.932 -1.608  -0.003
H: 3.571 3.444 -1.226  0.001
H: 2.830 4.872 -1.907  0.000
H: 2.704 3.346 -2.760  0.000
H: 1.719 0.420 1.595  0.002
H: 2.213 2.098 1.625  0.000
H: 3.568 -0.122 -0.025  0.000
H: 4.159 0.554 1.492  0.002
H: 4.113 1.549 0.052  0.000
H: 0.549 -2.043 -3.218  0.000
H: 2.338 -2.957 -4.595  0.000
H: 4.460 -1.715 -4.878  0.000
H: 4.771 0.462 -3.734  0.000
H: 2.993 1.391 -2.362  0.001
Cl: -1.431 3.074 -2.827  0.018
C: -1.952 3.997 -1.481  0.018
C: -1.703 3.513 -0.178  0.124
C: -1.943 4.455 0.853  0.063
Cl: -1.422 3.896 2.432  0.060
C: -2.502 5.706 0.711  -0.026
Cl: -2.780 6.731 2.038  -0.005
C: -2.826 6.099 -0.610  0.159
Cl: -3.515 7.606 -0.874  0.063
C: -2.522 5.242 -1.703  -0.003
Cl: -2.839 5.799 -3.280  0.000
F: 0.010 -3.073 6.210  0.015
C: 0.283 -3.455 4.977  0.096
C: 0.568 -4.800 4.749  0.058
F: 0.545 -5.600 5.797  0.006
C: 0.845 -5.287 3.466  0.039
C: 0.811 -4.350 2.417  0.045
C: 0.524 -3.027 2.644  0.048
F: 0.525 -2.189 1.592  0.007
C: 0.260 -2.524 3.931  0.101
C: -0.015 -1.132 4.180  0.340
C: -0.365 -0.259 3.133  -0.015
N: -0.639 0.515 2.312  0.190
C: 0.032 -0.518 5.439  -0.020
N: 0.086 0.045 6.440  0.252
F: 1.084 -4.712 1.168  0.003
C: 1.150 -6.694 3.225  0.363
C: 1.414 -7.590 4.269  -0.028
N: 1.624 -8.356 5.102  0.272
C: 1.179 -7.225 1.928  -0.028
N: 1.198 -7.660 0.862  0.261



Most favorable structure: arrangement A. The second most favorable one is 0.159 eV above it.



Arrangement A

Computed, not measured: 2 unconnected molecules or ions with the total composition C6H13OP, with ωB97M-V with the def2-TZVPD basis set.

HOMO energy (spin up / spin down) = -7.92 / -7.55 eV

Each line ends with the natural charge from an NBO analysis.
Positions of all 21 atoms, in Å:
C: -0.084 -1.083 1.385  -0.426
C: 1.174 -0.296 1.042  -0.494
C: -0.106 -1.714 -0.005  -0.514
C: 1.233 1.233 1.389  -0.602
C: -1.506 -1.778 -0.769  -0.621
C: -0.103 1.459 -1.817  -0.133
O: -0.072 2.926 -2.116  -0.729
P: 1.191 -0.653 -0.805  0.602
H: -0.111 -1.712 2.256  0.214
H: -0.942 -0.302 1.548  0.188
H: 2.062 -0.839 1.594  0.224
H: 0.408 -2.744 0.133  0.235
H: 0.168 1.793 1.449  0.194
H: 1.745 1.776 0.662  0.214
H: 1.712 1.280 2.372  0.210
H: -1.445 -1.056 -1.612  0.203
H: -2.256 -1.278 -0.158  0.210
H: -1.911 -2.737 -1.095  0.222
H: -0.322 3.521 -1.419  0.473
H: 0.115 1.092 -2.792  0.172
H: -0.949 1.110 -1.242  0.158



Arrangement B

Computed, not measured: 2 unconnected molecules or ions with the total composition C6H13OP, with ωB97M-V with the def2-TZVPD basis set.

HOMO energy = -9.09 eV

Each line ends with the natural charge from an NBO analysis.
Positions of all 21 atoms, in Å:
C: -1.136 0.610 -1.856  -0.624
C: 0.072 0.435 -0.942  -0.230
C: -0.101 0.092 0.611  -0.440
C: 0.309 1.453 0.169  -0.212
C: 1.755 1.920 0.247  -0.608
H: -1.627 1.528 -1.615  0.209
H: -1.888 -0.201 -1.622  0.223
H: -0.846 0.622 -2.965  0.232
H: 1.046 0.225 -1.329  0.225
H: -1.087 -0.004 1.105  0.231
H: 0.640 -0.420 1.114  0.210
H: -0.411 2.174 0.239  0.203
H: 2.306 1.047 -0.033  0.199
H: 2.228 2.448 1.023  0.221
H: 1.728 2.525 -0.688  0.210
C: -0.550 -2.806 0.802  -1.063
P: 0.824 -2.336 -0.473  1.314
O: 0.274 -2.971 -1.716  -0.999
H: -0.424 -3.797 1.324  0.245
H: -0.679 -2.090 1.535  0.208
H: -1.761 -2.940 0.589  0.244



Most favorable structure: arrangement B. The second most favorable one is 2.112 eV above it.